Entry 1:
{
  "formula": "C5H11NO2",
  "method": "ωB97M-V/def2-TZVPD",
  "species": ["H", "C", "C", "H", "O", "H", "C", "H", "H", "H", "H", "C", "H", "H", "H", "C", "H", "N", "O"],
  "coordinates": [[-3.533, 1.850, 0.492], [1.887, -0.536, -0.209], [0.421, -0.426, 0.104], [-1.178, -1.545, -0.700], [2.730, -0.790, 0.616], [-0.665, 1.314, -1.410], [-1.317, 0.450, -1.525], [2.172, -0.445, -1.263], [0.292, -1.073, 0.973], [3.080, -0.364, 2.652], [-2.312, 2.637, -0.703], [-2.766, 1.744, -0.268], [2.509, -1.540, 3.307], [0.161, 0.547, 0.536], [0.086, -1.153, -1.896], [-0.500, -0.774, -1.066], [-1.637, 0.290, -2.546], [-2.474, 0.569, -0.633], [3.042, -0.753, 3.539]],
  "nbo_charge": [0.178, 0.466, -0.537, 0.233, -0.550, 0.170, -0.252, 0.106, 0.240, 0.481, 0.146, -0.056, 0.460, 0.242, 0.204, -0.404, 0.209, -0.391, -0.944],
  "relative_energy_kj_mol": 211.6,
  "total_charge": 0,
  "smiles": "C=NCCCC=O.O",
  "total_energy_ev": -10947.07407,
  "max_force_ha_per_bohr": 0.024,
  "molar_mass_g_mol": 117.15
}

=====

Entry 2:
{
  "formula": "C5H11NO2",
  "method": "ωB97M-V/def2-TZVPD",
  "species": ["O", "H", "H", "H", "H", "H", "H", "C", "H", "H", "H", "H", "C", "H", "C", "O", "N", "C", "C"],
  "coordinates": [[-2.645, -0.649, -0.035], [2.699, 0.046, 0.024], [1.175, -2.092, 0.642], [1.173, 0.047, 2.119], [2.031, -0.043, -1.649], [-0.595, 0.032, 2.013], [-0.281, 1.482, -0.987], [0.396, -0.140, 0.111], [0.458, -2.000, -0.990], [-3.640, 1.099, -1.001], [0.294, 1.485, 1.548], [2.006, 1.504, -0.722], [1.942, 0.418, -0.667], [-0.581, -2.026, 0.433], [0.372, -1.655, 0.042], [-2.691, 1.340, -1.043], [-0.396, 0.484, -0.845], [0.319, 0.393, 1.530], [-2.038, 0.276, -0.523]],
  "nbo_charge": [-0.614, 0.198, 0.213, 0.217, 0.213, 0.220, 0.388, 0.178, 0.221, 0.498, 0.209, 0.196, -0.608, 0.233, -0.640, -0.696, -0.672, -0.648, 0.895],
  "relative_energy_kj_mol": 162.5,
  "total_charge": 0,
  "smiles": "CC(C)(C)NC(=O)O",
  "total_energy_ev": -10947.58231,
  "max_force_ha_per_bohr": 0.142,
  "molar_mass_g_mol": 117.15
}